Here is C26H33MoO4 as an isolated structure from the Open Molecules 2025 dataset. Energies are from ωB97M-V with the def2-TZVPD basis set.

## Properties
total charge = +1
⟨S²⟩ = 2.05
calculated total energy = -37530.291 eV
HOMO level (spin up / spin down) = -0.36224 / -0.36208 Eh
multiplicity = 3
HOMO-LUMO gap (spin up / spin down) = 3.29 / 3.36 eV

Each line ends with the natural charge from an NBO analysis.
CARTESIAN COORDINATES (ANGSTROEM)
O -0.07 -0.06 -6.21  -0.588
C -0.01 1.18 -7.02  -0.071
C 0.18 0.49 -8.36  -0.466
H 0.84 1.83 -6.84  0.206
H -0.97 1.71 -6.86  0.176
C 0.12 -0.77 -7.48  0.270
H 1.16 0.64 -8.81  0.219
H -0.67 0.60 -9.03  0.218
C 1.43 -1.52 -7.42  -0.630
H 2.19 -0.89 -6.95  0.224
H 1.77 -1.81 -8.43  0.225
H 1.32 -2.43 -6.82  0.201
C -1.02 -1.62 -8.01  -0.627
H -1.98 -1.08 -7.99  0.216
H -1.15 -2.56 -7.48  0.203
H -0.81 -1.86 -9.06  0.227
Mo -0.63 -0.95 -1.22  1.072
C -2.16 -0.90 0.59  -0.198
C -1.53 0.38 0.70  -0.159
C -1.85 1.14 -0.46  -0.196
H -1.00 0.75 1.57  0.314
C -2.72 0.35 -1.29  -0.182
C -2.92 -0.92 -0.63  -0.311
H -3.59 -1.70 -0.96  0.285
H -2.16 -1.68 1.34  0.273
H -1.54 2.17 -0.63  0.330
H -3.21 0.67 -2.21  0.287
C 0.58 -1.78 0.60  -0.150
C 0.18 -2.86 -0.26  -0.233
C 0.74 -2.64 -1.57  -0.280
H -0.33 -3.77 0.05  0.288
C 1.48 -1.39 -1.52  -0.265
C 1.36 -0.85 -0.18  -0.253
H 1.78 0.09 0.18  0.354
H 0.42 -1.76 1.68  0.292
H 0.65 -3.30 -2.44  0.296
H 2.14 -1.01 -2.29  0.309
O 1.95 1.59 -4.94  -0.526
C 1.32 0.76 -3.94  -0.078
C 0.00 1.43 -3.58  -0.403
H 1.98 0.73 -3.05  0.150
H 1.19 -0.27 -4.28  0.201
C 0.54 2.86 -3.46  -0.449
H -0.47 1.06 -2.66  0.144
H -0.70 1.31 -4.41  0.242
C 1.59 2.97 -4.58  -0.073
H 1.13 2.91 -2.54  0.239
H -0.21 3.65 -3.44  0.234
H 2.51 3.49 -4.22  0.205
H 1.20 3.52 -5.46  0.188
O -0.10 3.41 1.16  -0.776
C 1.00 2.87 1.42  0.747
O 1.89 2.43 0.65  -0.782
C 1.23 2.76 2.94  -0.166
C 1.78 1.63 3.58  -0.167
C 1.98 1.63 4.96  -0.245
C 1.67 2.76 5.72  -0.218
C 1.07 3.87 5.10  -0.213
C 0.86 3.86 3.72  -0.179
H 2.04 0.76 2.97  0.176
H 2.41 0.75 5.45  0.207
H 1.87 2.78 6.79  0.216
H 0.78 4.74 5.68  0.216
H 0.38 4.70 3.23  0.233